1.
22
Properties=species:S:1:pos:R:3:forces:R:3 method="wB97M-V/def2-TZVPD" multiplicity=1 total_energy_ha=-329.4071 smiles=CC(C)N(C)C.O lumo_energy_ev=0.8 e_above_lowest_ev=2.736 max_force_ev_per_a=3.1 total_charge=0 homo_ev=-8.1
H -0.8644 -2.6093 -0.0283 -2.910 -0.609 0.831
C -1.2526 0.8286 -0.4062 0.016 -0.828 0.993
H 0.1647 -1.4501 2.4300 0.783 0.829 -0.038
H -1.2311 1.3661 0.6134 -0.433 -0.682 -1.781
H -0.1316 0.6579 -2.6078 0.941 -2.001 0.223
C 0.1538 -2.4758 -0.0122 1.117 2.424 -0.937
H 0.9817 0.8805 -0.3255 -1.041 -0.736 -0.532
H -2.0294 -0.0224 -0.3753 0.925 1.433 -0.012
H -0.2942 -1.2157 -2.3502 0.910 1.441 0.104
N 0.4382 -1.0147 0.3647 -1.219 -0.827 1.113
H 1.7294 3.1287 0.8363 0.896 -0.233 -1.104
H -1.5353 1.5509 -1.2309 0.547 -0.824 0.989
H 1.3659 -0.3617 -2.3592 0.317 -0.423 -0.316
H 0.6152 -3.3019 0.5862 0.165 1.258 -0.555
C -0.1918 -0.7178 1.6852 0.918 -1.518 -0.323
H -1.2415 -0.8236 1.8940 -1.344 -0.496 -1.214
O 1.2239 3.4675 1.5478 -0.574 2.633 1.575
C 0.1672 0.1281 -0.5978 -0.036 -0.359 -0.131
C 0.3249 -0.2902 -2.1012 -2.045 1.762 0.586
H 1.4386 4.4552 1.6531 -0.342 -2.432 -0.477
H 0.2655 -2.4974 -1.0945 1.257 -0.762 0.124
H -0.0970 0.3171 1.8784 1.154 0.950 0.880



2.
22
Properties=species:S:1:pos:R:3:forces:R:3 method="wB97M-V/def2-TZVPD" multiplicity=1 total_energy_ha=-329.4636 smiles=CCCN(C)C.O lumo_energy_ev=0.9 e_above_lowest_ev=1.199 max_force_ev_per_a=2.2 total_charge=0 homo_ev=-8.8
C -1.0246 -0.7696 0.4971 -1.091 -1.763 -0.836
N 0.8376 0.7064 0.2087 1.396 0.111 1.381
H 2.3362 2.0559 0.6389 0.340 -0.346 0.229
H 1.7299 -0.1443 -1.5168 0.032 0.028 0.001
O -2.1894 1.6471 -1.9668 0.260 1.170 -0.270
H 1.0550 -1.3076 0.0924 -0.395 -0.510 0.364
H -1.2740 -2.2255 2.0929 -0.182 -0.141 -0.305
H 1.4306 1.6219 -1.5362 -0.147 -0.370 -0.141
H -1.1381 -3.0172 0.4916 -0.067 0.409 0.158
H 2.0592 0.8846 1.9658 -0.147 0.073 -0.539
H 2.9630 0.3832 0.5026 -0.166 -0.074 -0.011
C 0.4577 -0.5904 0.6876 -0.833 -0.548 0.500
H -2.5163 2.2303 -2.6888 0.363 -0.601 0.788
C -1.5434 -2.1419 1.0266 0.038 0.517 -0.034
H 0.0660 0.4799 -1.7432 0.432 0.098 0.235
C 2.1248 0.9984 0.8706 -0.188 1.329 -0.409
H -1.6922 -0.0115 0.9498 0.921 0.042 -0.159
H -1.5726 2.2139 -1.4503 -0.626 -0.585 -0.475
H -2.6429 -2.1545 0.9395 0.428 -0.178 0.092
H 0.6954 -0.7592 1.7555 0.094 0.392 -0.442
H -1.1840 -0.7474 -0.5982 -0.375 0.133 0.502
C 1.0220 0.6476 -1.2194 -0.089 0.816 -0.630



3.
22
Properties=species:S:1:pos:R:3:forces:R:3 method="wB97M-V/def2-TZVPD" multiplicity=1 total_energy_ha=-329.4526 smiles=CCCCNC.O lumo_energy_ev=1.0 e_above_lowest_ev=1.498 max_force_ev_per_a=2.6 total_charge=0 homo_ev=-9.4
H 4.0170 0.8720 0.0962 -0.463 -0.095 -0.066
C 0.2386 -0.5829 0.6054 1.246 -0.316 -0.197
H 0.6851 -0.0325 1.4253 -0.380 0.396 0.289
H -2.1030 2.2725 -0.5799 0.208 -0.068 0.078
H 2.1345 1.6873 -1.0713 0.212 0.148 -0.002
H -2.6103 -2.1777 0.3596 -0.103 -0.199 -0.035
H 1.2610 -0.6870 -1.3555 -0.589 0.344 0.005
H -2.2525 0.7399 -0.3593 0.158 0.345 0.403
H -0.9775 -2.5543 -0.2312 -0.280 -0.054 -0.572
H 3.1968 -0.6202 -0.2825 -0.191 0.119 0.484
H 1.3067 1.7684 0.4645 0.630 -0.129 0.391
C -1.7293 -1.7635 -0.1242 -0.052 0.462 0.633
O -2.7352 1.5530 -0.5709 -0.383 -0.171 -0.287
N -1.1782 -0.7374 0.8169 -0.960 -1.124 -1.302
C 0.7517 0.0516 -0.7153 0.736 1.682 1.517
H -1.4159 -1.2256 1.6716 0.756 0.811 0.658
H 0.8340 -1.4987 0.6198 -0.439 -0.825 0.359
C 1.8614 1.0975 -0.1971 -1.101 -1.350 -1.910
C 3.0803 0.3110 0.2913 1.059 1.147 -0.086
H -2.1000 -1.3285 -1.0493 0.485 -0.115 -0.332
H 0.0116 0.6614 -1.2386 -0.169 -0.461 -0.160
H 3.1363 0.1746 1.3660 -0.380 -0.546 0.132



4.
22
Properties=species:S:1:pos:R:3:forces:R:3 method="wB97M-V/def2-TZVPD" multiplicity=2 total_energy_ha=-329.1612 lumo_energy_ev="-2.7 / -7.1" e_above_lowest_ev=0.954 max_force_ev_per_a=3.6 total_charge=+1 homo_ev="-15.1 / -15.2"
H -0.1456 2.3601 -0.0190 0.570 0.235 -0.901
C -0.8115 -0.6551 1.2011 -0.016 0.069 1.700
C -0.9312 0.7138 -1.2892 -1.197 0.949 -0.794
H 3.0772 0.6904 -0.0272 -0.347 -0.132 0.950
H 2.0633 -0.7506 -0.2176 -0.377 0.488 0.017
H -0.0149 0.2076 -1.5524 -0.020 -0.345 0.321
H -1.7150 2.1569 0.2511 -0.751 -1.122 0.433
H 1.5757 0.9396 -0.7479 0.118 -0.432 -0.586
H 1.4497 0.0644 2.1753 -0.301 0.613 -1.144
C 1.2209 0.7061 1.2691 1.458 0.052 1.884
H -1.3260 -2.7779 -1.5271 0.064 -0.367 0.082
H -0.2694 -2.0807 -2.3117 0.294 -0.185 -0.097
H -1.7894 0.0515 -1.1627 0.283 -0.256 -0.439
H 1.5811 1.7156 1.4988 -0.575 0.060 0.164
H -1.8880 -0.6982 1.0535 0.031 0.599 -0.108
H -1.1356 1.3779 -2.1636 -0.088 -0.292 0.779
N -0.2089 0.6893 1.0716 -1.617 -1.926 -2.616
O -0.3640 -2.7149 -1.5905 -0.392 0.528 0.032
C -0.8583 1.5457 -0.0283 2.537 0.931 1.387
H -0.6139 -0.9122 2.2482 -0.119 -0.235 -0.040
H -0.3902 -1.4918 0.6138 0.500 0.779 -0.279
C 2.0393 0.3257 0.0177 -0.053 -0.012 -0.746